Computed, not measured: 2 unconnected molecules or ions with the total composition C11H12Cl4N2O2 at a distorted geometry, with ωB97M-V/def2-TZVPD.

The orbital gap comes out at 5.588 eV. The structure (SMILES) is O=C1C(Cl)=C(Cl)C(=O)C(Cl)=C1Cl.NC[C@@H]1CCCN1. The value obtained for the lowest unoccupied orbital energy is -2.77 eV. The value obtained for the energy relative to the best compared isomer or geometry (same formula, charge and spin) is 0.0 kcal/mol. The electronic energy comes out at -2527.0680 a.u. The HOMO energy comes out at -8.35 eV. For the max |F|, the calculation gives 2.72 eV/Å. As for the net charge: 0.

CARTESIAN COORDINATES (ANGSTROEM)
O 0.865 -3.563 4.342
C 0.584 -2.507 3.796
C -0.790 -2.083 3.647
Cl -2.030 -3.094 4.286
C -1.103 -0.929 3.008
Cl -2.739 -0.416 2.866
C -0.077 -0.085 2.443
O -0.370 0.923 1.820
C 1.299 -0.483 2.633
Cl 2.535 0.561 2.047
C 1.613 -1.639 3.271
Cl 3.255 -2.118 3.457
N -1.190 3.303 -1.413
C -0.481 2.501 -2.401
C 0.119 1.239 -1.780
C 0.882 0.342 -2.780
C 0.532 -1.106 -2.386
C -0.795 -1.014 -1.615
N -0.944 0.391 -1.168
H -0.665 3.356 -0.549
H -1.354 4.252 -1.737
H -1.185 2.211 -3.190
H 0.315 3.081 -2.887
H 0.809 1.544 -0.978
H 0.555 0.566 -3.801
H 1.963 0.534 -2.753
H 0.455 -1.767 -3.259
H 1.317 -1.528 -1.747
H -1.648 -1.251 -2.261
H -0.839 -1.712 -0.768
H -0.887 0.491 -0.143